Record 1
C22H34CuN2O6P2 | wB97M-V/def2-TZVPD

Atoms and positions in Å:
P 0.81 2.70 -0.38
P -1.06 -2.03 0.18
C 0.00 1.14 -1.04
C -0.89 0.28 -0.12
H 0.90 0.61 -1.52
H -0.56 1.43 -1.96
H -0.76 0.46 0.98
H -1.95 0.33 -0.40
C -1.70 -3.03 -1.20
H -0.98 -3.88 -1.24
H -1.68 -2.50 -2.16
H -2.71 -3.40 -0.95
C -2.41 -2.06 1.38
H -3.30 -2.56 0.96
H -2.65 -1.08 1.82
H -1.95 -2.71 2.17
C 1.11 3.68 -1.86
H 1.90 4.41 -1.65
H 0.20 4.21 -2.15
H 1.43 3.02 -2.68
C -0.06 3.61 0.89
H -0.51 2.95 1.64
H -0.85 4.24 0.44
H 0.66 4.28 1.39
Cu 0.43 -0.97 -0.97
C -3.97 -0.23 -1.07
C -3.68 -0.88 -2.22
C -3.85 -0.29 -3.59
C -3.67 1.25 -3.69
C -2.55 1.81 -2.86
C -2.72 2.29 -1.61
C -4.04 2.31 -0.89
C -4.84 0.99 -1.00
C 2.34 2.01 0.26
H -3.76 -0.69 -0.10
H -3.62 -1.97 -2.24
H -4.85 -0.54 -3.98
H -3.14 -0.77 -4.28
H -3.45 1.48 -4.75
H -4.62 1.74 -3.46
H -1.64 2.02 -3.43
H -1.96 2.91 -1.13
H -4.67 3.14 -1.28
H -3.89 2.56 0.17
H -5.51 0.93 -0.13
H -5.50 1.04 -1.87
H 2.20 1.59 1.26
H 3.14 2.77 0.28
H 2.68 1.18 -0.38
O 2.16 -1.43 0.07
C 2.15 -1.20 1.35
O 1.30 -0.59 2.02
C 3.39 -1.72 2.12
C 3.43 -1.81 3.54
C 4.58 -2.33 4.20
C 5.72 -2.72 3.48
C 5.70 -2.57 2.09
C 4.53 -2.11 1.41
N 6.92 -2.88 1.38
O 7.89 -3.31 2.05
O 6.96 -2.71 0.15
N 4.57 -2.52 5.63
O 3.57 -2.16 6.29
O 5.57 -3.05 6.17
H 2.58 -1.51 4.14
H 6.60 -3.12 4.00
H 4.53 -2.07 0.32

The value obtained for the HOMO energy (spin up / spin down) is -0.124 / -0.274 Eh. The gap between HOMO and LUMO (spin up / spin down) comes out at 2.02 / 6.07 eV. The energy is -3742.38525 Ha. The multiplicity is 2. The expectation value of S² is 0.779. The strongest force on any atom is 2.45 eV Å⁻¹.



Record 2
C22H34N2O4 | wB97M-V/def2-TZVPD

Atoms and positions in Å:
C -5.21 -1.51 -0.18
O -3.92 -1.52 -0.72
C -3.38 -0.33 -1.14
C -4.01 0.90 -1.05
C -3.37 2.05 -1.47
C -2.09 1.99 -2.00
C -1.33 3.24 -2.36
C -0.98 4.04 -1.10
N -0.49 3.18 -0.05
C -1.12 3.08 1.13
O -2.05 3.80 1.46
C -0.56 2.01 2.07
C -0.61 0.60 1.46
C 0.71 0.25 0.81
O 1.11 0.80 -0.21
N 1.43 -0.69 1.44
C 2.77 -1.09 1.05
C 3.80 -0.35 1.91
C 5.21 -0.77 1.52
C 5.37 -2.28 1.67
C 4.35 -3.03 0.80
C 4.57 -4.54 0.95
C 2.92 -2.62 1.17
C 1.89 -3.32 0.29
C -1.46 0.76 -2.10
C -2.08 -0.41 -1.68
O -1.52 -1.65 -1.73
C -0.26 -1.78 -2.33
H -5.43 -2.55 0.07
H -5.27 -0.90 0.72
H -5.95 -1.15 -0.91
H -5.00 0.98 -0.64
H -3.87 3.00 -1.38
H -1.93 3.87 -3.02
H -0.41 2.97 -2.88
H -1.87 4.54 -0.69
H -0.23 4.80 -1.34
H 0.20 2.47 -0.30
H 0.46 2.28 2.33
H -1.17 2.05 2.97
H -1.40 0.55 0.71
H -0.84 -0.13 2.24
H 1.09 -1.07 2.31
H 2.88 -0.79 0.00
H 3.62 -0.59 2.96
H 3.67 0.72 1.77
H 5.94 -0.25 2.15
H 5.40 -0.48 0.48
H 5.22 -2.56 2.71
H 6.38 -2.57 1.38
H 4.53 -2.75 -0.25
H 5.61 -4.78 0.77
H 3.97 -5.09 0.23
H 4.31 -4.86 1.95
H 2.74 -2.89 2.22
H 0.90 -2.89 0.44
H 2.15 -3.22 -0.76
H 1.83 -4.38 0.53
H -0.46 0.72 -2.50
H 0.50 -1.19 -1.80
H -0.01 -2.83 -2.27
H -0.28 -1.47 -3.38

The value obtained for the HOMO energy is -0.288 Eh. Its SMILES is COc1ccc(CCNC(=O)CCC(=O)N[C@H]2CCC[C@@H](C)[C@@H]2C)cc1OC. The gap between HOMO and LUMO comes out at 8.49 eV. The energy is -1269.23069 Ha. The multiplicity is 1. The energy relative to the best compared isomer or geometry (same formula, charge and spin) is 25.9 kcal/mol. The strongest force on any atom is 0.74 eV Å⁻¹.



Record 3
C22H34N4O5S | wB97M-V/def2-TZVPD

Atoms and positions in Å:
C 7.79 2.00 -0.10
C 7.16 0.80 0.60
C 5.91 0.28 -0.11
C 4.75 1.28 -0.06
N 3.46 0.78 -0.52
C 3.47 0.30 -1.90
C 2.10 0.43 -2.55
C 2.81 -0.12 0.42
C 2.06 0.69 1.48
N 1.24 1.67 0.80
C -0.09 1.79 0.98
O -0.71 1.22 1.85
C -0.74 2.76 -0.02
N -2.17 2.52 -0.13
C -3.02 3.55 0.09
O -2.65 4.68 0.35
C -4.49 3.21 -0.09
O -4.87 1.90 0.27
C -3.98 0.93 -0.07
C -4.44 -0.39 -0.12
C -3.57 -1.42 -0.41
C -2.25 -1.12 -0.69
S -1.06 -2.43 -0.89
O -1.45 -3.32 -1.95
O 0.25 -1.84 -0.99
N -1.31 -3.23 0.56
C -0.86 -4.62 0.60
C 0.43 -4.65 1.45
C 0.70 -3.19 1.79
C -0.69 -2.55 1.69
C -1.78 0.18 -0.67
C -2.64 1.22 -0.32
H 8.72 2.28 0.39
H 7.13 2.86 -0.07
H 8.01 1.77 -1.14
H 6.91 1.08 1.63
H 7.90 0.00 0.65
H 6.16 0.05 -1.15
H 5.60 -0.65 0.37
H 4.99 2.15 -0.68
H 4.62 1.63 0.96
H 4.19 0.92 -2.44
H 3.81 -0.75 -1.97
H 2.18 0.19 -3.61
H 1.74 1.46 -2.47
H 1.38 -0.25 -2.11
H 3.51 -0.81 0.92
H 2.08 -0.73 -0.13
H 2.76 1.21 2.14
H 1.41 0.06 2.08
H 1.70 2.07 0.00
H -0.63 3.78 0.34
H -0.27 2.67 -1.00
H -5.09 3.89 0.52
H -4.74 3.40 -1.15
H -5.48 -0.57 0.10
H -3.89 -2.45 -0.42
H -1.65 -5.23 1.04
H -0.70 -4.95 -0.43
H 1.26 -5.10 0.90
H 0.26 -5.24 2.35
H 1.35 -2.73 1.05
H 1.14 -3.06 2.78
H -1.29 -2.75 2.58
H -0.67 -1.48 1.50
H -0.74 0.34 -0.90

The value obtained for the HOMO energy is -0.313 Eh. Its SMILES is CCCCN(CC)CCNC(=O)CN1C(=O)COc2ccc(S(=O)(=O)N3CCCC3)cc21. The gap between HOMO and LUMO comes out at 9.23 eV. The energy is -1852.14540 Ha. The multiplicity is 1. The energy relative to the best compared isomer or geometry (same formula, charge and spin) is 35.5 kcal/mol. The strongest force on any atom is 1.10 eV Å⁻¹.



Record 4
C22H35BrMgO2P2 | wB97M-V/def2-TZVPD

Atoms and positions in Å:
P -0.44 -2.27 -2.50
P -0.21 1.64 -2.89
C -1.04 -0.97 -3.60
C -0.07 0.17 -3.97
H -1.98 -0.61 -3.14
H -1.33 -1.50 -4.53
H 0.99 -0.12 -3.92
H -0.27 0.49 -5.01
C -1.91 2.19 -3.10
H -2.21 2.87 -2.29
H -2.63 1.36 -3.14
H -1.97 2.73 -4.06
C 0.85 2.83 -3.72
H 0.48 3.01 -4.74
H 1.88 2.45 -3.79
H 0.88 3.79 -3.18
C -1.85 -2.91 -1.57
H -1.57 -3.43 -0.65
H -2.37 -3.63 -2.22
H -2.56 -2.12 -1.30
C 0.10 -3.61 -3.63
H 0.91 -3.27 -4.29
H -0.75 -3.91 -4.25
H 0.45 -4.47 -3.05
Mg -2.11 -0.58 2.01
C 1.85 1.77 -0.80
C 0.52 1.41 -1.22
C -0.07 0.08 -0.51
C 0.77 -1.17 -0.50
C 1.35 -1.70 -1.90
C 2.41 -0.78 -2.23
C 3.30 -0.33 -1.11
C 2.83 0.90 -0.21
C -1.64 -2.50 2.43
H 2.09 2.85 -0.84
H -0.09 2.23 -0.77
H -1.10 -0.11 -0.88
H -0.21 0.37 0.55
H 1.61 -0.98 0.16
H 0.25 -1.98 0.06
H 1.88 -2.65 -1.70
H 2.81 -0.64 -3.23
H 4.25 0.04 -1.53
H 3.52 -1.19 -0.43
H 2.47 0.55 0.78
H 3.73 1.51 -0.02
H -0.81 -2.37 3.13
H -1.31 -3.07 1.56
H -2.47 -3.00 2.95
Br 0.63 3.15 3.76
C -0.01 2.26 5.30
C 0.29 2.76 6.57
C -0.24 2.13 7.70
C -0.97 0.95 7.59
C -1.25 0.45 6.32
C -0.81 1.11 5.17
C -1.32 0.66 3.84
O -2.58 0.39 3.71
O -0.54 0.49 2.83
H 0.89 3.66 6.66
H -0.08 2.59 8.68
H -1.35 0.44 8.47
H -1.82 -0.47 6.20

The value obtained for the HOMO energy (spin up / spin down) is -0.153 / -0.152 Eh. The gap between HOMO and LUMO (spin up / spin down) comes out at 3.41 / 3.41 eV. The energy is -4466.28762 Ha. The multiplicity is 1. The energy relative to the best compared isomer or geometry (same formula, charge and spin) is 179.1 kcal/mol. The strongest force on any atom is 4.15 eV Å⁻¹.



Record 5
C22H35BrN3O2SV | wB97M-V/def2-TZVPD

Atoms and positions in Å:
V -0.23 0.82 -1.94
C -0.27 1.99 5.22
C 0.88 1.12 4.70
C 2.20 1.65 5.28
C 0.64 -0.32 5.18
C 0.97 1.13 3.18
C 0.14 1.92 2.39
C 0.25 1.82 1.02
Br -0.97 2.77 -0.14
C 1.16 1.01 0.35
O 1.16 0.96 -0.96
C 1.99 0.18 1.16
C 1.87 0.28 2.53
C 2.88 -0.85 0.48
C 1.97 -1.85 -0.26
C 3.72 -1.64 1.48
C 3.84 -0.15 -0.50
H -0.30 1.94 6.30
H -1.23 1.63 4.84
H -0.14 3.03 4.94
H 2.15 1.63 6.37
H 2.38 2.67 4.95
H 3.04 1.04 4.97
H 0.52 -0.33 6.26
H 1.48 -0.97 4.94
H -0.25 -0.74 4.73
H -0.59 2.59 2.81
H 2.50 -0.34 3.14
H 1.39 -2.43 0.46
H 2.58 -2.53 -0.84
H 1.27 -1.34 -0.94
H 3.10 -2.17 2.19
H 4.41 -0.99 2.01
H 4.31 -2.39 0.94
H 3.30 0.37 -1.29
H 4.49 -0.89 -0.96
H 4.45 0.57 0.04
N -1.17 1.18 -6.90
C -0.37 0.64 -5.96
C -0.41 1.05 -4.62
N 0.34 0.45 -3.68
C 1.18 -0.52 -4.09
C 1.21 -0.90 -5.42
N 0.44 -0.35 -6.35
H -1.63 2.06 -6.75
H -1.00 0.89 -7.85
H -1.08 1.85 -4.29
H 1.83 -0.95 -3.35
H 1.87 -1.69 -5.76
C -4.84 -2.62 -2.53
C -3.64 -2.07 -1.80
S -3.36 -0.33 -2.34
O -1.87 -0.15 -2.18
C -4.09 0.59 -0.91
C -3.49 0.22 0.43
H -5.01 -3.66 -2.26
H -4.68 -2.58 -3.61
H -5.73 -2.05 -2.29
H -2.72 -2.60 -2.06
H -3.77 -2.10 -0.72
H -5.16 0.41 -0.95
H -3.90 1.64 -1.14
H -3.97 -0.66 0.86
H -3.63 1.04 1.13
H -2.41 0.03 0.35

The value obtained for the HOMO energy (spin up / spin down) is -0.365 / -0.394 Eh. The gap between HOMO and LUMO (spin up / spin down) comes out at 7.22 / 7.67 eV. Its total charge is +1. The energy is -5090.05356 Ha. The multiplicity is 4. The energy relative to the best compared isomer or geometry (same formula, charge and spin) is 24.0 kcal/mol. The expectation value of S² is 3.765. The strongest force on any atom is 4.41 eV Å⁻¹.



Record 6
C22H35ClMgO2P2 | wB97M-V/def2-TZVPD

Atoms and positions in Å:
P 0.14 0.10 2.67
P -0.98 -0.29 -1.74
C 0.37 0.46 0.88
C -0.86 0.64 -0.12
H 1.35 0.03 0.46
H 0.75 1.48 1.03
H -1.81 0.45 0.42
H -0.88 1.70 -0.38
C 0.36 0.28 -2.86
H 0.85 -0.58 -3.34
H 1.14 0.82 -2.30
H -0.05 0.93 -3.65
C -2.52 0.03 -2.61
H -2.41 0.55 -3.57
H -3.25 0.55 -1.98
H -2.91 -0.98 -2.84
C 1.53 0.83 3.59
H 1.75 0.22 4.48
H 1.30 1.85 3.92
H 2.45 0.85 2.98
C -1.43 0.84 3.13
H -2.18 0.71 2.33
H -1.33 1.92 3.33
H -1.82 0.36 4.04
Mg 0.99 -1.37 -0.61
C -0.41 3.27 -1.81
C 0.89 3.15 -2.14
C 1.97 4.07 -1.69
C 1.92 4.51 -0.21
C 1.38 3.47 0.74
C 0.06 3.46 1.08
C -0.94 4.39 0.47
C -0.92 4.48 -1.06
C 0.14 -1.66 2.91
H -1.19 2.63 -2.27
H 1.23 2.57 -3.00
H 1.96 4.99 -2.30
H 2.94 3.59 -1.87
H 2.95 4.74 0.09
H 1.37 5.46 -0.14
H 2.15 2.89 1.27
H -0.35 2.91 1.93
H -0.81 5.42 0.86
H -1.96 4.08 0.79
H -1.95 4.66 -1.40
H -0.37 5.39 -1.35
H -0.67 -2.11 2.34
H -0.01 -1.87 3.98
H 1.09 -2.11 2.59
Cl -0.85 -9.53 -1.05
C -0.50 -7.88 -0.74
C 0.83 -7.49 -0.47
C 1.12 -6.14 -0.25
C 0.12 -5.18 -0.35
C -1.21 -5.57 -0.49
C -1.52 -6.91 -0.72
C 0.50 -3.74 -0.35
O 1.73 -3.36 -0.42
O -0.43 -2.84 -0.32
H 1.61 -8.23 -0.45
H 2.14 -5.82 -0.04
H -2.01 -4.82 -0.47
H -2.54 -7.24 -0.91

The value obtained for the HOMO energy is -0.110 Eh. The gap between HOMO and LUMO comes out at 3.05 eV. The energy is -2352.53287 Ha. The multiplicity is 1. The energy relative to the best compared isomer or geometry (same formula, charge and spin) is 145.6 kcal/mol. The strongest force on any atom is 2.70 eV Å⁻¹.



Repeat the second record exactly.
C22H34N2O4 | wB97M-V/def2-TZVPD

Atoms and positions in Å:
C -5.21 -1.51 -0.18
O -3.92 -1.52 -0.72
C -3.38 -0.33 -1.14
C -4.01 0.90 -1.05
C -3.37 2.05 -1.47
C -2.09 1.99 -2.00
C -1.33 3.24 -2.36
C -0.98 4.04 -1.10
N -0.49 3.18 -0.05
C -1.12 3.08 1.13
O -2.05 3.80 1.46
C -0.56 2.01 2.07
C -0.61 0.60 1.46
C 0.71 0.25 0.81
O 1.11 0.80 -0.21
N 1.43 -0.69 1.44
C 2.77 -1.09 1.05
C 3.80 -0.35 1.91
C 5.21 -0.77 1.52
C 5.37 -2.28 1.67
C 4.35 -3.03 0.80
C 4.57 -4.54 0.95
C 2.92 -2.62 1.17
C 1.89 -3.32 0.29
C -1.46 0.76 -2.10
C -2.08 -0.41 -1.68
O -1.52 -1.65 -1.73
C -0.26 -1.78 -2.33
H -5.43 -2.55 0.07
H -5.27 -0.90 0.72
H -5.95 -1.15 -0.91
H -5.00 0.98 -0.64
H -3.87 3.00 -1.38
H -1.93 3.87 -3.02
H -0.41 2.97 -2.88
H -1.87 4.54 -0.69
H -0.23 4.80 -1.34
H 0.20 2.47 -0.30
H 0.46 2.28 2.33
H -1.17 2.05 2.97
H -1.40 0.55 0.71
H -0.84 -0.13 2.24
H 1.09 -1.07 2.31
H 2.88 -0.79 0.00
H 3.62 -0.59 2.96
H 3.67 0.72 1.77
H 5.94 -0.25 2.15
H 5.40 -0.48 0.48
H 5.22 -2.56 2.71
H 6.38 -2.57 1.38
H 4.53 -2.75 -0.25
H 5.61 -4.78 0.77
H 3.97 -5.09 0.23
H 4.31 -4.86 1.95
H 2.74 -2.89 2.22
H 0.90 -2.89 0.44
H 2.15 -3.22 -0.76
H 1.83 -4.38 0.53
H -0.46 0.72 -2.50
H 0.50 -1.19 -1.80
H -0.01 -2.83 -2.27
H -0.28 -1.47 -3.38

The value obtained for the HOMO energy is -0.288 Eh. Its SMILES is COc1ccc(CCNC(=O)CCC(=O)N[C@H]2CCC[C@@H](C)[C@@H]2C)cc1OC. The gap between HOMO and LUMO comes out at 8.49 eV. The energy is -1269.23069 Ha. The multiplicity is 1. The energy relative to the best compared isomer or geometry (same formula, charge and spin) is 25.9 kcal/mol. The strongest force on any atom is 0.74 eV Å⁻¹.



Question: Which of these has the lowest energy?
Answer: C22H35BrN3O2SV